# C33H78N2O7

7 unconnected molecules or ions with the total composition C33H78N2O7 in a non-equilibrium geometry (ωB97M-V with the def2-TZVPD basis set, OMol25).

The SMILES is CC1(C)CCCC(C)(C)N1O.CC1(C)CCCC(C)(C)N1O.CC(C)O.CC(C)O.CC(C)O.CC(C)O.CC(C)O. The calculation puts the energy at -52792.956 eV. The highest occupied orbital energy comes out at -0.3081 Eh. The value obtained for the max |F| is 0.0703 hartree/bohr. The frontier orbital gap comes out at 8.78 eV. The energy above the lowest of the compared OMol25 structures with the same formula, charge and spin comes out at 413.4 kJ/mol.

```
120
Properties=species:S:1:pos:R:3:forces:R:3:lowdin_charge:R:1
C 2.725 -12.761 7.558 -1.26 -0.70 -0.21 -0.057
C 2.298 -13.137 8.960 1.65 -0.34 0.76 -0.504
C 2.091 -14.615 9.234 -1.45 -0.17 -0.90 -0.061
O 3.369 -12.841 9.837 0.93 0.73 0.80 -0.074
H 2.550 -11.698 7.393 0.23 -0.04 -0.20 0.082
H 2.047 -13.349 6.940 0.05 0.34 -0.67 0.076
H 3.742 -13.067 7.315 0.01 0.07 0.21 0.089
H 1.471 -12.514 9.301 -0.57 -0.30 -0.32 0.133
H 1.323 -14.992 8.559 -0.37 -0.07 0.02 0.071
H 1.710 -14.743 10.247 0.31 -0.13 0.02 0.081
H 2.942 -15.263 9.024 0.35 0.48 0.29 0.086
H 3.875 -12.126 9.444 0.13 0.15 0.22 0.077
C 9.398 -8.043 7.671 0.06 -1.21 -0.39 -0.059
C 8.749 -9.484 7.753 0.28 2.07 0.11 -0.455
C 9.717 -10.563 8.245 -0.83 0.31 -0.22 -0.055
O 7.647 -9.345 8.677 0.33 -0.95 0.01 -0.076
H 9.545 -7.724 8.703 0.02 0.35 -0.16 0.079
H 8.799 -7.357 7.070 -0.62 0.06 0.51 0.068
H 10.333 -7.982 7.116 0.35 -0.52 0.28 0.067
H 8.352 -9.720 6.766 0.02 -0.28 -0.10 0.122
H 9.922 -10.398 9.303 0.23 -0.01 -0.07 0.082
H 10.623 -10.555 7.639 0.06 0.12 0.16 0.077
H 9.262 -11.546 8.126 -0.04 -0.03 0.13 0.074
H 7.224 -8.489 8.577 0.12 0.07 -0.22 0.076
C 6.089 -5.041 12.559 -0.81 -0.32 -0.34 -0.050
C 4.606 -5.134 12.094 0.61 0.83 -0.53 -0.481
C 3.757 -3.970 12.621 0.36 -1.20 0.07 -0.064
O 4.486 -5.110 10.673 0.39 -0.48 -0.34 -0.070
H 6.769 -5.779 12.134 -0.40 -0.28 -0.23 0.069
H 6.141 -5.175 13.639 0.07 0.40 0.08 0.074
H 6.475 -4.078 12.222 0.03 0.20 0.38 0.073
H 4.113 -6.065 12.376 0.28 -0.10 0.18 0.133
H 2.865 -4.004 11.994 -0.32 0.17 0.52 0.081
H 4.229 -2.994 12.507 0.17 -0.06 0.14 0.078
H 3.583 -4.240 13.662 -0.47 0.71 0.13 0.079
H 4.647 -4.212 10.375 0.10 0.12 -0.09 0.081
C 5.944 -11.334 15.821 -0.44 0.35 0.18 -0.072
C 7.261 -11.761 15.131 -0.41 1.03 1.78 -0.506
C 8.481 -11.763 16.098 -1.04 0.61 -0.38 -0.033
O 7.100 -13.003 14.553 0.05 -1.19 -0.68 -0.036
H 5.432 -12.002 16.514 0.51 -0.67 -0.10 0.077
H 5.226 -11.134 15.026 -0.20 0.04 -0.05 0.069
H 6.018 -10.414 16.401 0.37 0.28 -0.24 0.070
H 7.302 -11.019 14.334 0.96 0.31 -0.02 0.127
H 8.626 -12.730 16.580 0.01 -0.10 -0.36 0.079
H 8.220 -11.070 16.898 0.28 0.13 0.06 0.063
H 9.389 -11.397 15.617 0.02 -0.31 0.01 0.071
H 6.427 -12.867 13.882 -0.11 -0.49 -0.22 0.092
C 7.570 1.731 7.653 -0.53 -0.90 -1.17 -0.047
C 6.572 0.535 7.381 1.00 0.28 -0.52 -0.457
C 6.951 -0.271 6.156 -0.08 -0.75 -0.58 -0.083
O 6.578 -0.456 8.433 -0.11 1.19 -0.06 -0.063
H 8.497 1.348 8.080 -0.15 0.15 0.50 0.079
H 7.138 2.610 8.130 0.02 -0.41 0.65 0.069
H 7.886 2.129 6.689 -0.08 -0.10 -0.26 0.067
H 5.577 0.938 7.193 -0.24 0.05 0.42 0.125
H 6.951 0.226 5.186 0.28 0.59 0.26 0.078
H 6.229 -1.069 5.983 -0.25 -0.10 0.39 0.075
H 7.889 -0.803 6.317 0.23 0.28 -0.04 0.083
H 6.774 0.063 9.217 -0.09 -0.29 0.43 0.075
C 19.461 -12.087 6.021 2.42 -2.16 -1.59 -0.076
C 18.414 -11.118 6.287 -1.22 0.94 0.46 -0.538
C 18.273 -10.988 7.814 -0.90 0.53 1.12 -0.119
C 17.548 -9.699 8.344 1.09 0.15 -1.75 -0.139
C 18.172 -8.472 7.594 0.51 -0.60 0.17 -0.129
C 18.214 -8.571 6.025 1.42 1.14 1.29 -0.487
N 18.880 -9.869 5.662 -0.22 1.56 2.93 -0.125
O 19.120 -10.001 4.334 0.22 0.10 -1.28 -0.005
C 16.849 -8.381 5.481 -1.48 -0.88 -0.44 -0.045
C 19.135 -7.393 5.572 0.17 -0.19 -0.90 -0.043
C 17.093 -11.656 5.683 0.39 -0.75 0.16 -0.016
H 19.637 -12.224 4.954 -0.34 0.23 -0.35 0.087
H 19.269 -13.123 6.302 -0.19 0.17 0.77 0.096
H 20.460 -11.774 6.325 -0.16 0.08 0.63 0.101
H 17.692 -11.856 8.126 -0.21 -0.15 -0.03 0.113
H 19.201 -11.146 8.363 0.41 0.41 -0.43 0.115
H 17.620 -9.546 9.420 0.21 -0.28 -0.03 0.103
H 16.486 -9.797 8.116 -0.12 0.21 -0.06 0.090
H 19.214 -8.294 7.860 0.37 -0.85 0.32 0.108
H 17.793 -7.529 7.989 -0.88 0.11 -0.63 0.112
H 16.795 -8.689 4.437 -0.05 0.20 -0.20 0.085
H 16.180 -9.044 6.029 -0.24 -0.09 -0.11 0.068
H 16.405 -7.391 5.584 0.46 0.18 -0.02 0.095
H 18.843 -6.402 5.919 -0.36 -0.22 0.59 0.080
H 20.192 -7.526 5.799 -0.09 -0.31 0.40 0.083
H 19.133 -7.248 4.492 -0.21 -0.41 -0.25 0.073
H 16.205 -11.387 6.254 -0.07 0.49 -0.55 0.082
H 17.108 -12.746 5.697 0.11 -0.17 0.38 0.082
H 17.078 -11.503 4.604 -0.63 0.58 -0.01 0.076
H 18.313 -10.354 3.952 -0.43 -0.03 -0.61 0.074
C 9.834 -15.792 -0.469 -0.29 -1.15 0.71 -0.034
C 10.193 -14.661 -1.412 -0.68 0.20 -0.15 -0.503
C 9.014 -14.428 -2.420 -0.85 0.22 0.51 -0.128
C 7.777 -13.742 -1.870 -0.05 1.89 0.83 -0.189
C 8.200 -12.427 -1.140 0.20 -1.50 -1.06 -0.144
C 9.286 -12.700 -0.097 0.42 2.35 2.29 -0.444
N 10.451 -13.444 -0.636 -1.18 1.22 -1.41 -0.109
O 11.538 -13.606 0.257 -0.80 -0.29 0.41 -0.008
C 9.812 -11.234 0.289 0.43 -0.63 0.76 -0.041
C 8.542 -13.333 1.142 0.26 -1.20 -0.28 -0.033
C 11.419 -14.951 -2.259 0.88 -0.84 -0.42 -0.049
H 10.497 -15.913 0.388 0.66 0.12 -0.37 0.086
H 9.752 -16.757 -0.968 0.17 -0.04 -0.17 0.088
H 8.894 -15.665 0.068 -0.25 0.26 -0.60 0.061
H 9.326 -13.823 -3.272 0.38 -0.16 -0.04 0.119
H 8.535 -15.340 -2.777 1.11 -0.61 -0.29 0.120
H 7.134 -14.359 -1.242 0.35 -0.24 0.25 0.102
H 7.111 -13.442 -2.680 0.09 -0.12 -0.30 0.107
H 7.332 -11.936 -0.701 0.19 0.02 0.28 0.121
H 8.611 -11.758 -1.897 0.03 0.09 -0.09 0.114
H 9.091 -10.607 0.814 -0.69 -0.21 -0.45 0.072
H 10.611 -11.209 1.029 0.27 -0.75 0.04 0.063
H 10.237 -10.661 -0.535 -0.35 -0.29 -0.43 0.073
H 9.151 -13.797 1.919 0.64 0.39 -0.10 0.080
H 7.790 -12.757 1.680 0.22 0.70 -0.42 0.080
H 7.994 -14.200 0.773 -0.25 0.12 -0.07 0.043
H 12.294 -15.288 -1.703 -0.16 -0.12 0.40 0.079
H 11.806 -14.144 -2.880 -0.54 0.53 0.19 0.086
H 11.211 -15.747 -2.974 -0.19 -0.21 0.08 0.085
H 12.293 -13.262 -0.225 -0.01 0.22 -0.11 0.102
```
Forces are in eV/Å.